ORCA calculation (ωB97M-V/def2-TZVPD) on C33H32KN8O3 as an isolated structure.

Atoms and positions in Å:
K: 0.2499 0.5789 0.0008
C: -3.4153 4.3818 -0.0786
O: -2.0944 4.9093 -0.0168
C: -1.2589 3.8943 -0.3072
N: -1.7712 2.7753 -0.6146
C: -3.2122 2.9074 -0.5534
C: -3.8717 1.9179 0.3736
C: -3.2216 1.4798 1.5183
C: -3.8473 0.6016 2.3837
C: -5.1403 0.1763 2.1339
C: -5.8009 0.6242 1.0009
C: -5.1668 1.4819 0.1198
C: 0.1711 4.2094 -0.3319
C: 0.5566 5.5400 -0.5104
C: 1.9055 5.8308 -0.6103
C: 2.8172 4.7934 -0.5199
C: 2.3294 3.4970 -0.3369
N: 1.0364 3.2087 -0.2440
C: 3.2660 2.3739 -0.3240
N: 2.9370 1.1581 -0.4781
C: 4.1492 0.3690 -0.5414
C: 5.2682 1.4176 -0.2527
O: 4.5759 2.6628 -0.2204
C: 4.1937 -0.7804 0.4309
C: 4.9838 -1.8923 0.1591
C: 5.0802 -2.9195 1.0819
C: 4.3747 -2.8629 2.2717
C: 3.5899 -1.7548 2.5430
C: 3.5101 -0.7122 1.6357
H: -4.0052 4.9846 -0.7729
H: -3.8578 4.4371 0.9212
H: -3.6096 2.7577 -1.5652
H: -2.2175 1.8193 1.7280
H: -3.3179 0.2523 3.2564
H: -5.6414 -0.4885 2.8228
H: -6.8147 0.3087 0.8059
H: -5.6908 1.8225 -0.7630
H: -0.1965 6.3084 -0.5836
H: 2.2376 6.8447 -0.7787
H: 3.8806 4.9601 -0.6006
H: 4.2310 -0.0270 -1.5611
H: 6.0341 1.4609 -1.0278
H: 5.7399 1.2551 0.7225
H: 5.5320 -1.9565 -0.7716
H: 5.7189 -3.7642 0.8757
H: 4.4449 -3.6712 2.9868
H: 3.0459 -1.6964 3.4728
H: 2.9117 0.1637 1.8593
N: 2.4695 -5.7851 -0.9941
C: 2.1058 -4.4800 -0.9306
C: 2.1937 -3.6282 -2.0380
C: 1.7486 -2.3286 -1.9120
N: 1.2207 -1.8182 -0.8054
C: 1.1488 -2.6271 0.2472
C: 1.5722 -3.9378 0.2437
H: 2.9630 -6.1311 -1.7959
H: 2.5030 -6.3284 -0.1505
H: 2.6028 -3.9935 -2.9683
H: 1.8148 -1.6470 -2.7495
H: 0.7080 -2.2063 1.1371
H: 1.5035 -4.5475 1.1322
C: -3.2656 -3.2088 1.3718
N: -3.1865 -2.2509 0.2959
C: -4.0216 -2.2935 -0.7540
C: -3.8755 -1.4583 -1.8131
C: -2.7808 -0.5505 -1.7540
N: -2.0024 -0.4757 -0.6972
C: -2.1631 -1.2823 0.3583
O: -1.4519 -1.2140 1.3446
N: -2.4900 0.2576 -2.7799
H: -4.2160 -3.7348 1.3394
H: -3.1638 -2.6800 2.3171
H: -2.4425 -3.9200 1.2797
H: -4.8168 -3.0244 -0.7179
H: -4.5483 -1.4840 -2.6522
H: -3.0032 0.2229 -3.6402
H: -1.7442 0.9200 -2.6553

Results
* total charge: +1
* spin multiplicity: 1
* Kohn-Sham gap: 8.31 eV
* LUMO energy: -2.3 eV
* E_tot: -69127.7176 eV
* F_max: 0.99 eV/Å

=====

ORCA calculation (ωB97M-V/def2-TZVPD) on one molecule with the formula C7H11NO.

Atoms and positions in Å:
C: 0.8860 0.6399 -1.3619
C: -0.0762 0.8140 -0.4988
O: -1.2846 1.4115 -0.4897
C: -1.6821 2.0896 -1.6660
C: 0.0284 0.1217 1.0177
C: -0.5375 -1.2682 0.9765
C: 0.7557 -2.1147 1.0559
C: 1.7852 -1.1148 1.4935
N: 1.4072 0.0818 1.4427
H: 0.8539 0.9666 -2.4042
H: 1.8307 0.1002 -1.1348
H: -1.0321 1.7834 -2.4991
H: -1.6339 3.1748 -1.5099
H: -2.7853 2.0228 -1.8488
H: -0.5767 0.8377 1.4744
H: -1.1109 -1.2891 0.1436
H: -1.2153 -1.5323 1.9384
H: 0.9647 -2.4156 0.0845
H: 0.7415 -2.8787 1.7449
H: 2.6813 -1.4307 2.0412

Results
* spin multiplicity: 1
* SMILES: C=C(OC)[C@H]1CCC=N1
* Kohn-Sham gap: 9.96 eV
* LUMO energy: 1.0 eV
* E_tot: -10972.1582 eV
* F_max: 5.27 eV/Å

=====

ORCA calculation (ωB97M-V/def2-TZVPD) on C51H60AsN4PSY as an isolated structure.

Atoms and positions in Å:
Y: -0.6659 -0.5588 0.2679
C: 2.0362 0.6863 0.7427
C: 1.1495 1.3135 -0.1374
C: 0.4734 2.4739 0.2401
C: 0.7274 3.0344 1.4863
C: 1.6431 2.4417 2.3403
C: 2.2859 1.2604 1.9820
H: 2.5946 -0.1872 0.4229
H: 1.0571 0.9430 -1.1617
H: -0.2099 2.9619 -0.4442
H: 0.2363 3.9560 1.7697
H: 1.8741 2.9138 3.2861
H: 3.0112 0.8108 2.6469
C: -1.0840 -4.8702 -4.2098
C: -1.1855 -5.1885 -2.8603
C: -0.4894 -4.4446 -1.9204
C: 0.3211 -3.3763 -2.3176
C: 0.4257 -3.0718 -3.6721
C: -0.2782 -3.8163 -4.6108
P: 1.1608 -2.3714 -1.0477
C: 2.6677 -1.6940 -1.7715
C: 2.5501 -0.6360 -2.6787
C: 3.6824 -0.0659 -3.2352
C: 4.9412 -0.5352 -2.8782
C: 5.0640 -1.5747 -1.9688
C: 3.9322 -2.1565 -1.4132
C: 1.6170 -3.5548 0.2366
C: 1.4047 -3.2122 1.5725
C: 1.7125 -4.1029 2.5919
C: 2.2490 -5.3432 2.2774
C: 2.4759 -5.6910 0.9509
C: 2.1571 -4.8058 -0.0664
H: -1.6121 -5.4598 -4.9471
H: -1.7857 -6.0310 -2.5425
H: -0.5376 -4.7397 -0.8775
H: 1.0667 -2.2705 -4.0110
H: -0.1782 -3.5821 -5.6624
H: 1.5738 -0.2592 -2.9723
H: 3.5844 0.7425 -3.9473
H: 5.8262 -0.0898 -3.3117
H: 6.0437 -1.9405 -1.6932
H: 4.0447 -2.9674 -0.7054
H: 1.0194 -2.2255 1.8396
H: 1.5392 -3.8416 3.6281
H: 2.4927 -6.0411 3.0668
H: 2.8991 -6.6569 0.7111
H: 2.3234 -5.0900 -1.0985
C: -5.4716 -2.2093 -3.9682
C: -5.6867 -0.8641 -3.7027
C: -4.6631 -0.0801 -3.1866
C: -3.4252 -0.6613 -2.9309
C: -3.2014 -2.0127 -3.2014
C: -4.2318 -2.7846 -3.7247
As: -1.9578 0.3493 -2.2388
C: -2.6585 1.9911 -1.5295
C: -3.0036 1.9914 -0.1800
C: -3.4442 3.1541 0.4374
C: -3.5330 4.3252 -0.3027
C: -3.1965 4.3299 -1.6505
C: -2.7565 3.1663 -2.2691
C: -0.8307 0.8444 -3.7168
C: 0.0810 1.8903 -3.5810
C: 0.9570 2.1784 -4.6178
C: 0.9286 1.4195 -5.7814
C: 0.0190 0.3806 -5.9149
C: -0.8648 0.0875 -4.8834
H: -6.2719 -2.8103 -4.3785
H: -6.6527 -0.4214 -3.9040
H: -4.8364 0.9690 -2.9807
H: -2.2191 -2.4540 -3.0604
H: -4.0625 -3.8281 -3.9556
H: -2.9867 1.0679 0.4009
H: -3.7307 3.1445 1.4813
H: -3.8786 5.2350 0.1694
H: -3.2830 5.2418 -2.2259
H: -2.4939 3.1793 -3.3196
H: 0.0936 2.5071 -2.6894
H: 1.6486 3.0054 -4.5242
H: 1.6043 1.6514 -6.5938
H: -0.0158 -0.1921 -6.8323
H: -1.5841 -0.7145 -4.9999
C: -4.3296 1.2197 4.3661
C: -3.3786 1.2999 5.5558
C: -2.4946 2.5444 5.5340
C: -1.4152 2.5228 4.4596
N: -0.3610 1.5472 4.7756
C: -0.1052 0.3972 4.1790
S: -1.1410 -0.1887 2.9077
N: 0.9101 -0.3520 4.5962
C: 1.7474 -0.0395 5.7623
C: 1.0702 -0.3648 7.0923
C: 1.8643 0.1691 8.2852
C: 1.8436 1.6916 8.3792
H: -4.9751 0.3444 4.4392
H: -3.7876 1.1512 3.4185
H: -4.9762 2.0977 4.3259
H: -2.7557 0.3995 5.6011
H: -3.9606 1.3044 6.4778
H: -2.0178 2.6911 6.5077
H: -3.1086 3.4327 5.3658
H: -0.9305 3.4975 4.3827
H: -1.8165 2.2686 3.4810
H: 0.1678 1.7471 5.6154
H: 0.9627 -1.2757 4.2000
H: 2.0324 1.0129 5.6974
H: 2.6705 -0.6078 5.6541
H: 0.9478 -1.4476 7.1641
H: 0.0603 0.0593 7.1137
H: 2.8943 -0.1937 8.2354
H: 1.4403 -0.2545 9.1957
H: 2.3424 2.1746 7.5356
H: 2.3560 2.0346 9.2761
H: 0.8168 2.0640 8.4342
N: -1.9845 -2.5543 0.0828
N: -2.8189 -1.6030 0.8014
H: -2.4889 -3.0561 -0.6464
H: -1.6415 -3.2495 0.7468
H: -3.1281 -1.9623 1.7014
H: -3.6391 -1.3780 0.2406

Results
* total charge: +3
* spin multiplicity: 1
* Kohn-Sham gap: 7.85 eV
* LUMO energy: -7.9 eV
* E_tot: -141807.5908 eV
* F_max: 0.51 eV/Å

=====

ORCA calculation (ωB97M-V/def2-TZVPD) on C26H24I2N5OReS2 as an isolated structure.

Atoms and positions in Å:
Re: -0.3215 -0.4197 0.1670
C: 1.0794 4.6157 -1.4195
S: -0.4201 3.7376 -1.9138
C: -0.0240 2.1385 -1.4189
S: -1.1110 0.8753 -1.8866
N: 1.1213 1.8978 -0.8364
N: 1.2937 0.6390 -0.4709
C: 2.4444 0.0316 -0.6418
C: 2.3137 -1.3800 -0.7476
C: 3.3612 -2.2256 -1.1384
C: 3.0901 -3.5232 -1.5016
C: 1.7589 -3.9449 -1.5047
C: 0.7746 -3.0806 -1.0797
N: 1.0148 -1.8309 -0.6542
H: 0.9299 5.6568 -1.6814
H: 1.9182 4.2088 -1.9738
H: 1.2300 4.5060 -0.3504
H: 3.3396 0.5640 -0.9295
H: 4.3652 -1.8356 -1.1740
H: 3.8793 -4.1828 -1.8246
H: 1.4975 -4.9359 -1.8360
H: -0.2644 -3.3860 -1.0986
I: -2.1597 3.8855 2.2059
C: -3.1071 2.0183 2.2297
C: -4.3152 1.7834 2.8668
C: -4.8612 0.5166 2.8856
I: -6.6350 0.2047 3.9829
C: -4.2328 -0.5666 2.2220
C: -4.7211 -1.8822 2.1436
C: -4.0087 -2.8223 1.4403
C: -2.8111 -2.4672 0.8149
N: -2.2959 -1.2529 0.8869
C: -3.0036 -0.3122 1.5626
C: -2.4151 0.9911 1.5803
O: -1.2931 1.1638 0.9998
H: -4.8246 2.6065 3.3448
H: -5.6491 -2.1471 2.6213
H: -4.3783 -3.8317 1.3607
H: -2.2576 -3.2006 0.2463
C: 0.2838 -5.8558 2.6195
N: 0.8542 -4.5367 2.6164
C: 2.2383 -4.4992 2.2295
C: 0.0356 -3.4434 2.1644
C: 0.4135 -2.1262 2.8219
C: 0.6980 -2.1906 4.1821
C: 1.0049 -1.0615 4.9121
C: 1.0376 0.1656 4.2742
C: 0.7757 0.2348 2.9168
C: 0.4414 -0.8924 2.1587
H: 0.7910 -6.4616 3.3716
H: 0.4065 -6.3654 1.6539
H: -0.7775 -5.8137 2.8573
H: 2.8501 -4.9427 3.0156
H: 2.5497 -3.4694 2.0685
H: 2.4106 -5.0784 1.3133
H: -1.0020 -3.6765 2.4236
H: 0.1044 -3.3294 1.0757
H: 0.6790 -3.1620 4.6515
H: 1.2194 -1.1473 5.9641
H: 1.2764 1.0583 4.8313
H: 0.8419 1.2017 2.4352

Results
* total charge: +1
* spin multiplicity: 4
* Kohn-Sham gap (spin up / spin down): 5.86 / 4.81 eV
* LUMO energy (spin up / spin down): -4.4 / -5.5 eV
* E_tot: -76844.6086 eV
* F_max: 2.77 eV/Å
* ⟨S²⟩: 3.812

=====

Computed values of relative energy (zero: lowest compared OMol25 entry of this formula, charge and spin) (unit: kcal/mol) for the preceding records, in sequence: 11.51; 71.90; 12.35; 24.52.